# 1
{
  "formula": "C4H10NOS",
  "method": "the ωB97M-V functional and the def2-TZVPD basis",
  "e_lumo_ev": -3.8,
  "homo_lumo_gap_ev": 9.20,
  "smiles": "[NH3+][C@H](C=O)CCS",
  "total_charge": 1,
  "de_lowest_kj_mol": 133.9,
  "total_energy_ha": -686.3200,
  "homo_energy_ev": -13.0,
  "symbols": ["O", "C", "C", "C", "C", "S", "N", "H", "H", "H", "H", "H", "H", "H", "H", "H", "H"],
  "coordinates": [[-0.491, 2.333, -1.088], [0.029, 1.365, -0.590], [-0.811, 0.426, 0.281], [-0.740, -1.046, -0.138], [0.663, -1.510, -0.499], [1.919, -1.257, 0.780], [-2.195, 0.987, 0.204], [1.104, 1.189, -0.688], [-0.418, 0.602, 1.276], [-1.135, -1.647, 0.681], [-1.462, -1.184, -0.931], [0.979, -0.925, -1.364], [0.605, -2.528, -0.886], [1.068, -1.086, 1.799], [-2.760, 0.523, -0.510], [-2.081, 1.969, -0.134], [-2.684, 1.014, 1.097]],
  "atomic_forces_ev_per_a": [[0.013, -0.137, 0.080], [-0.202, 0.588, -0.270], [0.658, 0.216, -0.499], [-0.313, 0.179, 1.045], [-0.421, 0.251, -0.966], [-0.058, 0.000, 0.022], [-0.019, 0.491, 0.089], [0.032, -0.250, 0.084], [-0.162, -0.148, 0.385], [0.055, -0.107, 0.168], [0.127, -0.187, -0.696], [0.206, -0.024, -0.042], [0.146, -0.109, 0.470], [0.024, -0.186, 0.100], [-0.099, -0.166, 0.168], [0.108, -0.149, -0.096], [-0.095, -0.262, -0.041]],
  "lowdin_charge": [0.094, -0.156, -0.263, -0.211, -0.552, 0.783, 0.228, 0.133, 0.150, 0.126, 0.123, 0.068, 0.089, -0.133, 0.178, 0.160, 0.184]
}

# 2
{
  "formula": "C4H10NOS2",
  "method": "the ωB97M-V functional and the def2-TZVPD basis",
  "e_lumo_ev": 2.8,
  "homo_lumo_gap_ev": 4.89,
  "total_charge": -1,
  "de_lowest_kj_mol": 37.3,
  "total_energy_ha": -1084.7575,
  "homo_energy_ev": -2.1,
  "symbols": ["N", "C", "C", "O", "C", "S", "S", "C", "H", "H", "H", "H", "H", "H", "H", "H", "H", "H"],
  "coordinates": [[-2.353, -0.024, -2.048], [-3.256, 0.078, -0.994], [1.184, -3.949, 0.304], [0.790, -4.901, 0.925], [-4.118, -0.897, -0.745], [1.472, 3.053, 1.216], [1.984, 1.414, 0.202], [0.428, 0.433, 0.048], [-1.569, 0.596, -1.953], [-2.174, -0.949, -2.400], [-3.236, 1.010, -0.459], [1.975, -4.125, -0.443], [0.793, -2.948, 0.505], [-4.101, -1.818, -1.328], [-4.803, -0.880, 0.095], [-0.292, 0.905, 0.702], [0.640, -0.615, 0.276], [0.173, 0.521, -1.017]],
  "atomic_forces_ev_per_a": [[-0.394, 0.953, 0.297], [0.265, -0.782, -0.993], [0.162, -0.802, 0.319], [-0.219, -0.008, 0.106], [-0.606, -0.547, 0.686], [-0.436, 1.081, 0.627], [0.415, -1.259, -0.437], [1.022, 0.442, -0.815], [0.276, -0.269, -0.223], [0.196, 0.069, 0.108], [0.066, 0.174, 0.210], [-0.003, 0.525, -0.201], [0.060, 0.306, -0.209], [0.038, 0.177, 0.067], [0.037, 0.207, -0.184], [-0.269, -0.160, 0.091], [-0.245, 0.048, 0.165], [-0.365, -0.154, 0.387]],
  "lowdin_charge": [0.033, -0.300, -0.128, -0.024, -0.060, -0.375, -0.010, -0.532, 0.048, 0.080, 0.104, 0.080, 0.065, 0.040, 0.031, -0.010, -0.020, -0.022]
}

# 3
{
  "formula": "C4H10NS",
  "method": "the ωB97M-V functional and the def2-TZVPD basis",
  "e_lumo_ev": 2.4,
  "homo_lumo_gap_ev": 5.37,
  "total_charge": -1,
  "de_lowest_kj_mol": 545.9,
  "total_energy_ha": -611.1579,
  "homo_energy_ev": -2.9,
  "symbols": ["C", "C", "S", "C", "N", "C", "H", "H", "H", "H", "H", "H", "H", "H", "H", "H"],
  "coordinates": [[-0.024, 0.366, -0.793], [-0.871, -0.338, 0.223], [-2.564, 0.117, 0.292], [1.403, 0.842, -0.267], [2.400, -0.141, -0.414], [2.334, -1.178, 0.583], [0.001, 0.019, -1.796], [-0.603, 1.515, -1.054], [-0.378, -0.321, 1.267], [-0.734, -1.374, -0.082], [1.560, 1.769, -0.872], [-0.875, 2.191, -1.403], [1.221, 1.159, 0.738], [2.046, -0.741, 1.626], [1.669, -2.009, 0.389], [3.350, -1.582, 0.750]],
  "atomic_forces_ev_per_a": [[2.660, -1.774, 2.555], [1.862, -0.219, 0.971], [-1.440, 0.233, -0.176], [-0.563, 0.952, -1.737], [-1.447, -0.240, -0.598], [0.735, 1.620, 1.829], [-0.238, -0.451, -0.907], [-0.457, 1.507, -0.131], [-0.527, 0.429, -1.583], [-0.238, -0.656, -0.112], [0.641, -0.494, 0.250], [-0.167, 0.002, 0.128], [-0.148, 0.247, 1.214], [0.114, -0.659, -1.239], [-0.477, -0.418, -0.170], [-0.311, -0.080, -0.294]],
  "lowdin_charge": [-0.223, -0.878, 0.176, -0.399, -0.117, -0.265, 0.092, -0.007, 0.067, 0.046, 0.085, 0.174, 0.080, 0.081, 0.039, 0.047]
}

# 4
{
  "formula": "C4H10NS",
  "method": "the ωB97M-V functional and the def2-TZVPD basis",
  "e_lumo_ev": -3.7,
  "homo_lumo_gap_ev": 10.39,
  "smiles": "CC[N@H+]1C[C@@H]1S",
  "total_charge": 1,
  "de_lowest_kj_mol": 268.7,
  "total_energy_ha": -611.0009,
  "homo_energy_ev": -14.1,
  "symbols": ["C", "C", "C", "C", "N", "S", "H", "H", "H", "H", "H", "H", "H", "H", "H", "H"],
  "coordinates": [[-0.331, -0.703, -1.445], [0.866, -1.240, -0.705], [-0.972, 1.578, 1.094], [0.180, 0.997, 0.340], [-0.136, -0.335, -0.046], [0.828, -3.093, 0.119], [-0.090, 0.096, -2.203], [-1.276, -1.295, -1.862], [1.831, -0.793, -0.954], [-1.845, 1.803, 0.480], [-1.148, 1.100, 1.950], [-0.715, 2.656, 1.308], [1.065, 1.000, 0.892], [0.490, 1.661, -0.439], [-0.760, -0.827, 0.613], [2.015, -2.605, 0.857]],
  "atomic_forces_ev_per_a": [[-0.928, -1.028, -2.865], [-1.609, -2.520, 0.438], [0.802, 4.487, -3.062], [-0.512, 1.795, 0.412], [-0.130, -1.443, -0.658], [2.519, 4.199, -0.194], [-0.233, -0.653, 1.267], [2.187, 1.004, 1.692], [-0.288, -0.246, 0.422], [-0.223, -0.920, -0.062], [-1.054, -1.857, 3.381], [0.125, -1.121, 0.342], [1.291, -0.460, 1.603], [-0.364, -0.121, -1.358], [0.489, 0.172, -0.337], [-2.071, -1.287, -1.021]],
  "lowdin_charge": [-0.066, -0.391, -0.038, -0.208, -0.101, 0.682, 0.149, 0.185, 0.128, 0.101, 0.042, 0.125, 0.122, 0.138, 0.184, -0.052]
}

# 5
{
  "formula": "C4H10NS",
  "method": "the ωB97M-V functional and the def2-TZVPD basis",
  "e_lumo_ev": -4.0,
  "homo_lumo_gap_ev": 8.41,
  "total_charge": 1,
  "de_lowest_kj_mol": 407.4,
  "total_energy_ha": -610.9480,
  "homo_energy_ev": -12.4,
  "symbols": ["C", "C", "C", "C", "N", "S", "H", "H", "H", "H", "H", "H", "H", "H", "H", "H"],
  "coordinates": [[0.747, 0.442, -2.103], [0.293, 1.052, -0.798], [-1.572, -0.893, 0.481], [-0.277, -0.764, 1.095], [-0.100, -0.146, 2.249], [1.943, 1.582, -1.274], [0.983, -0.618, -2.144], [0.485, 0.879, -3.062], [-0.185, 1.911, -1.077], [-1.440, -1.019, -0.495], [-2.121, -0.028, 0.720], [-2.262, -1.690, 0.938], [0.426, -1.532, 0.784], [0.783, -0.354, 2.720], [-0.694, 0.430, 2.824], [2.989, 0.749, -0.859]],
  "atomic_forces_ev_per_a": [[0.044, 0.484, 0.574], [1.144, -3.815, 0.310], [-2.139, -0.479, 3.887], [-0.304, 0.368, 1.676], [2.016, -1.609, -0.268], [1.699, -0.256, -0.860], [0.372, 0.203, 0.100], [-0.136, -0.087, 0.043], [-1.687, 2.600, -0.007], [0.010, -0.638, -4.082], [-0.838, 1.386, -0.246], [1.516, 0.482, -0.545], [0.683, 0.680, 0.201], [-0.318, 0.321, -0.228], [-0.742, 0.093, -0.721], [-1.319, 0.267, 0.165]],
  "lowdin_charge": [-0.369, -0.424, -0.064, -0.144, 0.185, 0.973, 0.078, 0.074, -0.007, 0.034, 0.085, 0.154, 0.149, 0.142, 0.148, -0.015]
}

# 6
{
  "formula": "C4H10NS",
  "method": "the ωB97M-V functional and the def2-TZVPD basis",
  "e_lumo_ev": [-2.7, -7.0],
  "homo_lumo_gap_ev": [5.92, 8.84],
  "multiplicity": 3,
  "total_charge": 1,
  "de_lowest_kj_mol": 255.5,
  "total_energy_ha": -610.8443,
  "homo_energy_ev": [-8.6, -15.8],
  "symbols": ["C", "C", "C", "C", "N", "S", "H", "H", "H", "H", "H", "H", "H", "H", "H", "H"],
  "coordinates": [[-0.710, -0.936, -1.011], [-0.005, -0.204, 0.063], [0.411, 1.163, -1.982], [0.278, -0.436, 2.824], [-0.540, 0.480, -1.092], [-0.829, 0.257, 1.678], [-0.036, -1.607, -1.476], [-1.541, -1.497, -0.710], [0.997, -0.452, 0.305], [1.324, 0.601, -2.136], [-0.125, 1.280, -2.987], [0.590, 2.106, -1.584], [0.016, -0.167, 3.897], [1.326, -0.154, 2.594], [0.294, -1.555, 2.682], [-1.449, 1.122, -1.065]],
  "atomic_forces_ev_per_a": [[2.017, -1.183, 1.143], [0.332, -1.271, -0.813], [-1.367, -1.385, -3.025], [1.284, -1.235, 0.684], [0.111, 0.982, 0.074], [-3.296, 2.088, 2.088], [0.582, -0.053, -1.470], [-2.369, 0.367, 0.002], [1.145, 0.644, -0.746], [-0.021, -0.167, 0.202], [0.861, -0.077, 1.291], [0.432, 1.680, 0.783], [0.177, -0.314, -1.599], [-0.359, 0.114, 0.164], [-0.194, 0.753, 0.277], [0.665, -0.943, 0.943]],
  "lowdin_spin": [0.086, 0.290, 0.018, 0.154, 0.094, 1.153, 0.010, 0.019, 0.008, 0.002, 0.006, 0.005, 0.007, 0.026, 0.035, 0.086]
}

# 7
{
  "formula": "C4H10NS2",
  "method": "the ωB97M-V functional and the def2-TZVPD basis",
  "e_lumo_ev": -4.5,
  "homo_lumo_gap_ev": 8.08,
  "total_charge": 1,
  "de_lowest_kj_mol": 256.0,
  "total_energy_ha": -1009.1685,
  "homo_energy_ev": -12.6,
  "symbols": ["C", "C", "C", "C", "N", "S", "S", "H", "H", "H", "H", "H", "H", "H", "H", "H", "H"],
  "coordinates": [[0.419, 0.807, -2.255], [-1.364, -0.444, 0.001], [0.835, 0.373, -0.860], [-0.153, 0.463, 0.214], [0.543, -0.001, 1.470], [1.465, 1.305, -3.364], [2.458, 1.024, -0.434], [-0.653, 0.561, -2.276], [-2.149, -0.113, 0.629], [-1.745, -0.168, -1.010], [-1.069, -1.563, 0.162], [1.051, -1.120, -1.213], [-0.477, 1.432, 0.359], [-0.163, -0.338, 2.144], [1.123, 0.800, 1.982], [1.236, -0.702, 1.337], [2.454, 1.883, -1.615]],
  "atomic_forces_ev_per_a": [[-0.107, -0.944, 1.091], [1.040, -0.843, -0.922], [3.051, -3.065, -2.633], [-0.137, -2.979, 0.222], [0.092, 3.074, 2.899], [-1.191, 0.204, -0.337], [-0.018, 0.952, -0.731], [0.331, 0.514, -1.370], [-0.838, -0.135, 1.028], [0.207, -1.019, 0.599], [-0.843, 2.024, -0.658], [-0.828, 3.899, 1.143], [-0.449, 2.274, 0.482], [0.415, 0.058, -0.189], [-1.533, -1.703, -1.490], [0.604, -1.187, -0.594], [0.206, -1.123, 1.459]],
  "lowdin_charge": [-0.658, -0.025, -0.752, -0.438, 0.166, 0.817, 0.721, 0.062, 0.076, 0.094, 0.141, 0.267, 0.140, 0.175, 0.212, 0.125, -0.122]
}

# 8
{
  "formula": "C4H10NS2",
  "method": "the ωB97M-V functional and the def2-TZVPD basis",
  "e_lumo_ev": -3.8,
  "homo_lumo_gap_ev": 9.35,
  "smiles": "C[N@@H+]1CCS[C@H]1S",
  "total_charge": 1,
  "de_lowest_kj_mol": 125.1,
  "total_energy_ha": -1009.2184,
  "homo_energy_ev": -13.2,
  "symbols": ["C", "C", "C", "C", "N", "S", "S", "H", "H", "H", "H", "H", "H", "H", "H", "H", "H"],
  "coordinates": [[-0.737, -1.046, -0.267], [0.458, -1.773, -1.080], [0.960, 0.374, 0.685], [-1.336, 1.307, 0.381], [-0.265, 0.403, -0.082], [1.979, -1.128, -0.356], [1.956, 1.940, 0.663], [-1.618, -0.986, -0.962], [-1.009, -1.502, 0.752], [0.340, -2.881, -0.927], [0.335, -1.519, -2.155], [1.008, -0.089, 1.643], [-1.730, 1.879, -0.445], [-2.258, 0.725, 0.780], [-1.035, 2.066, 1.231], [-0.102, 0.794, -1.075], [3.055, 1.436, 1.213]],
  "atomic_forces_ev_per_a": [[0.195, -0.831, -1.140], [-1.951, 0.052, 1.051], [4.215, -0.985, -2.148], [-2.556, 1.051, 3.257], [-0.651, 0.196, -1.538], [-0.936, 1.620, 0.962], [-1.401, -0.369, -0.387], [0.584, -0.141, 1.030], [0.583, 0.835, -1.593], [0.262, 1.123, -0.216], [0.256, -0.237, 0.665], [-1.224, -0.045, 0.726], [0.171, 0.168, -0.307], [1.849, 0.730, -0.521], [-0.141, -1.724, -1.798], [0.625, -1.053, 1.796], [0.120, -0.391, 0.161]],
  "lowdin_charge": [-0.137, -0.481, -0.724, -0.025, -0.266, 0.832, 0.759, 0.144, 0.168, 0.100, 0.083, 0.071, 0.097, 0.138, 0.146, 0.214, -0.118]
}

# 9
{
  "formula": "C4H10O",
  "method": "the ωB97M-V functional and the def2-TZVPD basis",
  "e_lumo_ev": 1.2,
  "homo_lumo_gap_ev": 10.98,
  "smiles": "CCOCC",
  "total_charge": 0,
  "de_lowest_kj_mol": 69.4,
  "total_energy_ha": -233.6185,
  "homo_energy_ev": -9.8,
  "symbols": ["C", "C", "C", "C", "H", "H", "H", "H", "H", "H", "H", "H", "H", "H", "O"],
  "coordinates": [[2.052, 0.461, -0.231], [1.237, -0.743, 0.135], [-0.887, 0.184, 0.216], [-2.346, -0.011, -0.187], [1.604, 1.358, 0.197], [2.056, 0.498, -1.320], [3.065, 0.374, 0.172], [1.159, -0.770, 1.246], [1.715, -1.683, -0.202], [-0.845, 0.105, 1.311], [-0.585, 1.181, -0.098], [-2.904, 0.840, 0.198], [-2.428, -0.069, -1.304], [-2.801, -0.929, 0.226], [-0.093, -0.798, -0.358]],
  "atomic_forces_ev_per_a": [[-0.264, 0.091, -0.364], [-0.082, -1.270, 1.315], [-1.372, -0.063, 0.277], [0.074, -0.394, -0.811], [0.112, 0.102, -0.220], [0.317, 0.461, -0.054], [-0.106, -0.072, -0.192], [0.177, -0.262, -0.368], [-0.187, 0.515, 0.134], [0.263, 0.219, 0.058], [0.165, 0.227, 0.069], [-0.192, 0.041, -0.176], [-0.029, 0.196, 0.963], [0.398, 0.326, -0.116], [0.726, -0.116, -0.514]],
  "lowdin_charge": [-0.087, -0.297, -0.328, -0.078, 0.067, 0.083, 0.082, 0.118, 0.126, 0.121, 0.109, 0.068, 0.090, 0.078, -0.151]
}

# 10
{
  "formula": "C4H10O",
  "method": "the ωB97M-V functional and the def2-TZVPD basis",
  "e_lumo_ev": 0.9,
  "homo_lumo_gap_ev": 9.35,
  "total_charge": 0,
  "de_lowest_kj_mol": 455.4,
  "total_energy_ha": -233.4715,
  "homo_energy_ev": -8.5,
  "symbols": ["C", "C", "C", "C", "O", "H", "H", "H", "H", "H", "H", "H", "H", "H", "H"],
  "coordinates": [[1.927, 0.575, 0.060], [0.539, -1.042, -0.362], [-0.518, -0.031, -0.554], [-1.904, -0.445, -0.153], [-0.147, 1.297, 0.373], [1.893, 1.224, 0.953], [2.129, 1.185, -0.837], [2.527, -0.281, 0.162], [0.894, -1.615, -1.251], [0.343, -1.796, 0.436], [-0.431, 0.381, -1.552], [-2.358, -0.992, -0.984], [-1.905, -1.104, 0.725], [-2.454, 0.468, 0.055], [-0.557, 2.193, 0.287]],
  "atomic_forces_ev_per_a": [[0.276, -1.600, -0.196], [1.091, 1.894, 0.757], [-0.106, 1.930, 0.739], [-0.165, 0.159, -0.105], [-1.089, -1.175, -0.477], [-0.317, -1.039, -0.553], [-0.514, -0.786, 0.265], [1.797, -0.246, 0.144], [-0.110, 1.073, 0.455], [0.413, 1.019, -0.137], [-0.352, 0.048, -0.177], [-0.119, 0.055, 0.096], [0.077, 0.328, -0.140], [-0.508, -0.242, 0.016], [-0.374, -1.417, -0.688]],
  "lowdin_charge": [0.046, -0.038, -0.390, -0.081, -0.215, 0.044, 0.050, -0.023, 0.087, 0.081, 0.122, 0.083, 0.083, 0.069, 0.083]
}